# 1
This record from the OMol25 dataset describes an isolated molecule of C5H7NO. The level of theory is ωB97M-V/def2-TZVPD.

Output
Relative energy (zero: lowest compared OMol25 entry of this formula, charge and spin)   54.4 kcal per mole
SMILES string   O=C1CN2CC[C@@H]12
E_LUMO   0.8108 eV
E_tot   -324.63783 Eh

```
14
Properties=species:S:1:pos:R:3:forces:R:3
O 1.785512 1.538144 -1.340491 -0.35 -0.32 0.33
C 1.169349 0.670845 -0.789595 0.22 0.35 -0.20
C 1.513032 -0.433870 0.218542 0.23 0.00 0.10
N 0.155736 -1.004014 0.042482 0.02 -0.17 0.05
C -0.823148 -0.413836 1.000241 -0.12 0.01 0.25
C -1.431094 0.466356 -0.107620 -0.09 0.10 -0.02
C -0.224631 0.050707 -0.966687 -0.09 0.03 -0.32
H 2.309880 -1.102968 -0.124652 -0.10 0.12 0.00
H 1.745817 -0.100045 1.236930 -0.03 -0.04 -0.15
H -0.339075 0.163548 1.799577 -0.06 -0.10 -0.11
H -1.483710 -1.154892 1.458944 0.09 0.12 -0.09
H -1.605585 1.524267 0.098345 0.11 -0.13 -0.05
H -2.342129 0.026639 -0.520972 0.10 0.13 0.07
H -0.429948 -0.230881 -2.005049 0.06 -0.09 0.15
```
Forces are in eV/Å.

# 2
This record from the OMol25 dataset describes the ion C3H10N4 with charge +2. The level of theory is ωB97M-V/def2-TZVPD.

Output
Relative energy (zero: lowest compared OMol25 entry of this formula, charge and spin)   53.3 kcal per mole
SMILES string   CNC(=[NH2+])/[NH+]=C/N
E_LUMO   -9.3894 eV
E_tot   -338.63015 Eh
Net charge   +2

```
17
Properties=species:S:1:pos:R:3:forces:R:3
C -0.068936 -1.949198 -0.378860 0.75 -0.32 -0.86
C 0.465738 0.397174 0.271897 -6.90 0.11 -3.63
C -1.082349 2.392711 -0.211474 0.14 3.71 0.93
N 0.129274 -3.225558 -0.234889 0.86 0.87 1.63
N -0.948338 1.039593 -0.402433 4.94 -5.95 1.67
N 1.440785 1.139108 0.492930 3.09 1.65 1.74
N 0.625891 -0.982958 0.295558 -2.32 -0.64 -1.64
H -0.679339 -1.710462 -1.218354 -0.60 0.76 -0.37
H -1.654980 2.654764 0.664608 -0.33 0.01 0.47
H -0.105257 2.931237 -0.049709 -0.95 -0.47 -0.67
H -1.579936 2.888200 -1.047822 0.24 -0.21 -0.23
H -0.302174 -3.917559 -0.840133 -0.16 0.10 -0.02
H 0.741873 -3.574427 0.527198 -0.52 -0.07 -0.75
H -1.756842 0.398788 -0.243288 0.95 0.92 0.21
H 1.257650 2.167202 0.612325 0.63 -1.17 -0.18
H 2.403918 0.729190 0.735394 -1.70 1.12 -0.51
H 1.113022 -1.377806 1.027054 1.89 -0.45 2.20
```
Forces are in eV/Å.

# 3
This record from the OMol25 dataset describes a structure of composition C27H27N6O2PS4Sn. The level of theory is ωB97M-V/def2-TZVPD.

Output
E_LUMO   4.3238 eV
E_tot   -3672.72940 Eh
Net charge   -2

```
68
Properties=species:S:1:pos:R:3:forces:R:3
Sn 2.450005 1.119363 0.608638 0.09 0.00 -0.30
C -1.611681 2.190832 3.598153 0.05 -0.04 -0.07
C -0.456519 1.337926 3.137847 0.04 0.12 0.02
N 0.723027 1.801448 2.924817 -0.08 -0.38 -0.05
N 0.871519 3.141416 3.112006 -0.03 0.30 -0.05
C 2.035887 3.618027 2.788983 -0.01 -0.03 0.05
N 2.147838 4.988159 2.855225 0.09 0.04 0.14
S 3.497292 2.769848 2.347437 -0.07 0.52 -0.18
C -0.723040 -0.097145 2.856991 0.04 -0.14 0.00
C -2.025114 -0.595508 2.939150 -0.04 0.02 -0.03
C -2.273919 -1.918613 2.610286 0.00 0.00 0.09
C -1.224775 -2.722299 2.207943 0.03 0.02 0.00
C 0.041347 -2.152889 2.177015 0.03 0.02 -0.01
N 0.295061 -0.893100 2.504323 0.18 0.11 0.06
H -1.270833 3.215315 3.688877 -0.03 0.03 0.03
H -1.988366 1.844988 4.564983 -0.03 -0.02 -0.02
H -2.433074 2.149588 2.877468 0.03 0.01 0.04
H 1.266266 5.461985 2.724729 0.00 -0.02 -0.01
H 2.906412 5.344963 2.298692 -0.04 0.01 -0.06
H -2.840478 0.049494 3.235881 0.03 -0.04 -0.01
H -3.282249 -2.313911 2.654603 0.06 0.04 0.00
H -1.377003 -3.749852 1.905495 -0.01 0.02 -0.04
H 0.897558 -2.743194 1.861774 -0.06 0.03 -0.01
S 0.884003 3.646260 -0.506091 -0.02 0.06 0.06
C 2.371842 3.668816 -1.359158 0.18 0.07 0.04
C 2.727783 4.705057 -2.260406 0.07 -0.06 -0.07
C 3.962832 4.702500 -2.863948 -0.09 0.01 0.08
C 4.866576 3.668733 -2.600558 -0.05 0.06 -0.07
C 4.465239 2.682661 -1.726217 -0.02 -0.12 -0.01
N 3.268914 2.681526 -1.128295 0.09 0.08 0.10
H 2.007281 5.490060 -2.446473 0.01 0.00 0.02
H 4.240001 5.508983 -3.535398 -0.03 -0.01 -0.03
H 5.840949 3.632350 -3.069480 0.00 -0.02 0.05
H 5.103775 1.843514 -1.467709 -0.05 0.09 0.01
N 3.461419 -0.199611 2.437760 0.30 -0.89 0.10
C 4.151893 -1.262609 1.696829 -0.14 0.04 -0.01
C 5.126472 -0.598513 0.712843 0.15 0.00 0.32
O 6.252159 -1.076744 0.566818 -0.30 0.14 -0.17
O 4.643948 0.448998 0.155434 -0.02 0.06 -0.06
H 4.108255 0.347856 2.992567 -0.08 0.04 -0.05
H 2.718240 -0.537241 3.036746 -0.21 -0.01 -0.09
H 3.407427 -1.790680 1.089263 -0.02 -0.05 0.09
H 4.685632 -1.990355 2.307232 0.04 0.00 0.09
S -0.623654 -3.772642 -3.996576 -0.04 -0.07 0.01
P -1.193049 -2.550949 -2.539419 -0.09 0.01 0.11
S 0.111450 -1.626346 -1.384038 0.08 -0.04 0.03
C -2.358594 -1.317021 -3.252286 0.08 -0.02 -0.13
C -2.148876 0.044052 -3.075660 -0.10 0.05 0.02
C -3.007770 0.966446 -3.669005 0.01 -0.03 0.01
C -4.077207 0.529324 -4.435855 0.01 -0.02 0.01
C -4.288172 -0.835173 -4.618479 0.03 -0.02 0.03
C -3.428766 -1.753325 -4.034027 -0.01 0.11 0.03
C -2.326582 -3.462954 -1.399765 0.11 -0.04 0.08
C -3.308704 -2.793854 -0.672775 0.00 -0.04 -0.04
C -4.075604 -3.470722 0.266658 -0.01 -0.04 -0.09
C -3.857744 -4.822552 0.501784 -0.01 0.00 -0.04
C -2.868117 -5.492920 -0.208677 0.01 0.03 0.03
C -2.108235 -4.816466 -1.154649 -0.09 0.04 0.00
H -1.312184 0.372872 -2.468074 -0.02 -0.02 -0.03
H -2.832557 2.026974 -3.529284 0.00 -0.02 0.01
H -4.746632 1.247850 -4.896198 0.01 -0.01 0.00
H -5.115897 -1.177682 -5.229976 0.00 -0.01 0.02
H -3.564483 -2.817914 -4.187909 0.00 0.02 -0.03
H -3.460933 -1.733477 -0.841277 -0.01 -0.01 0.04
H -4.837966 -2.940795 0.826948 -0.02 0.01 -0.04
H -4.459391 -5.352633 1.231516 0.01 0.00 0.02
H -2.691307 -6.546314 -0.019363 0.01 0.01 -0.03
H -1.338804 -5.322169 -1.726657 -0.02 -0.02 0.00
```
Forces are in eV/Å.

Among the records above, which one has the lowest E_tot?
C27H27N6O2PS4Sn

E_LUMO of number 2 (C3H10N4)?
-9.3894 eV

Repeat the second record exactly.
This record from the OMol25 dataset describes the ion C3H10N4 with charge +2. The level of theory is ωB97M-V/def2-TZVPD.

Output
Relative energy (zero: lowest compared OMol25 entry of this formula, charge and spin)   53.3 kcal per mole
SMILES string   CNC(=[NH2+])/[NH+]=C/N
E_LUMO   -9.3894 eV
E_tot   -338.63015 Eh
Net charge   +2

```
17
Properties=species:S:1:pos:R:3:forces:R:3
C -0.068936 -1.949198 -0.378860 0.75 -0.32 -0.86
C 0.465738 0.397174 0.271897 -6.90 0.11 -3.63
C -1.082349 2.392711 -0.211474 0.14 3.71 0.93
N 0.129274 -3.225558 -0.234889 0.86 0.87 1.63
N -0.948338 1.039593 -0.402433 4.94 -5.95 1.67
N 1.440785 1.139108 0.492930 3.09 1.65 1.74
N 0.625891 -0.982958 0.295558 -2.32 -0.64 -1.64
H -0.679339 -1.710462 -1.218354 -0.60 0.76 -0.37
H -1.654980 2.654764 0.664608 -0.33 0.01 0.47
H -0.105257 2.931237 -0.049709 -0.95 -0.47 -0.67
H -1.579936 2.888200 -1.047822 0.24 -0.21 -0.23
H -0.302174 -3.917559 -0.840133 -0.16 0.10 -0.02
H 0.741873 -3.574427 0.527198 -0.52 -0.07 -0.75
H -1.756842 0.398788 -0.243288 0.95 0.92 0.21
H 1.257650 2.167202 0.612325 0.63 -1.17 -0.18
H 2.403918 0.729190 0.735394 -1.70 1.12 -0.51
H 1.113022 -1.377806 1.027054 1.89 -0.45 2.20
```
Forces are in eV/Å.